A cluster of 10 separate species, C38H89BF4NO22P3S5 in total. Source: the OMol25 dataset; level of theory: the ωB97M-V functional and the def2-TZVPD basis.

Summary:
**HOMO-LUMO gap**: 9.991 eV
**Maximum force**: 0.040 hartree/bohr

Cartesian coordinates (Å):
N  2.74795  1.07293  1.33676
H  3.68367  1.20509  1.70530
H  2.66211  0.44393  0.52464
H  2.46619  1.99384  0.96893
H  2.12339  0.84874  2.11297
B  -0.27910  -0.12012  0.87740
F  -1.00174  -0.90410  -0.02969
F  0.38368  0.93594  0.18352
F  -1.19083  0.52882  1.73931
F  0.68672  -0.88657  1.52363
C  0.07006  5.09381  2.45503
C  1.51730  5.20652  2.95826
C  1.43867  4.62702  4.34659
S  0.49906  3.12650  4.20158
O  -0.38712  3.02510  5.32537
O  1.36550  2.03941  3.80513
C  -0.37574  3.65099  2.72365
H  -0.01308  5.25324  1.38154
H  -0.56398  5.84639  2.92982
H  1.85049  6.24157  2.91045
H  2.16162  4.63199  2.28634
H  0.76971  5.27589  4.92805
H  2.32880  4.61815  4.97293
H  -1.43464  3.42113  2.78219
H  0.04997  3.07369  1.90053
C  0.55563  -1.32595  -3.27110
C  1.52187  -0.75299  -4.28215
C  2.62311  -0.05993  -3.50354
S  2.94441  -1.16209  -2.12072
O  3.11443  -0.31887  -0.95320
O  3.99643  -2.08701  -2.41250
C  1.36242  -2.00696  -2.14606
H  -0.18406  -2.01873  -3.67132
H  -0.03819  -0.55100  -2.77783
H  1.05861  -0.09014  -5.01012
H  1.97260  -1.55355  -4.88320
H  2.19306  0.82701  -3.02971
H  3.54953  0.15836  -4.02419
H  0.94071  -1.96634  -1.14174
H  1.53763  -3.05938  -2.37502
C  0.17978  -0.30343  6.62663
C  -0.70736  -1.01020  5.58772
C  0.01721  -0.97206  4.25341
S  1.72496  -1.34693  4.62128
O  2.61829  -0.60194  3.78017
O  1.88887  -2.75272  4.86028
C  1.63281  -0.57669  6.25732
H  -0.04602  -0.61048  7.64696
H  0.02650  0.77571  6.60287
H  -1.69130  -0.54750  5.52781
H  -0.85617  -2.04727  5.90059
H  -0.03639  0.03039  3.83364
H  -0.43114  -1.65375  3.53545
H  2.18191  0.36144  6.12970
H  2.26234  -1.12886  6.95356
C  -3.75925  0.17168  3.66406
C  -4.83964  -0.71162  3.03381
C  -6.13415  0.05010  3.21357
S  -5.73235  1.74955  2.81232
O  -6.29454  2.60130  3.82718
O  -5.98578  2.04404  1.42311
C  -3.95957  1.53651  3.03393
H  -2.78207  -0.19427  3.33728
H  -3.76466  0.14109  4.75211
H  -4.82458  -1.69669  3.49889
H  -4.58988  -0.81133  1.97267
H  -6.37862  0.11321  4.27731
H  -6.99782  -0.34839  2.68846
H  -3.56895  2.38714  3.59337
H  -3.51018  1.59331  2.04246
C  -3.97040  -4.11429  0.10260
C  -2.64625  -3.33861  0.05994
C  -2.11128  -3.19449  1.45288
S  -2.67112  -4.62284  2.37212
O  -3.41095  -4.08707  3.49176
O  -1.66747  -5.60895  2.58427
C  -3.78724  -5.23734  1.09459
H  -4.31808  -4.39909  -0.88571
H  -4.72331  -3.45467  0.55695
H  -2.79710  -2.36279  -0.39970
H  -1.98249  -3.84287  -0.64138
H  -2.55792  -2.29775  1.88714
H  -1.04062  -3.03667  1.58195
H  -4.65841  -5.70439  1.54538
H  -3.20693  -6.04440  0.63340
C  3.07290  3.68077  -4.07789
C  3.90836  3.84247  -2.84048
O  3.49577  4.98526  -2.05715
P  3.10001  4.81009  -0.52540
O  3.12938  3.42159  -0.05240
O  4.09958  5.72989  0.24334
C  4.14956  7.15039  -0.03077
C  5.38656  7.72861  0.59889
O  1.74775  5.57222  -0.43185
C  0.55962  5.29398  -1.21591
C  0.25935  3.83616  -1.32998
H  2.92301  4.63420  -4.59353
H  3.61413  3.05887  -4.79452
H  2.06428  3.27948  -3.94742
H  4.03151  2.93956  -2.24433
H  4.92677  4.08297  -3.16767
H  4.13539  7.30117  -1.11119
H  3.24949  7.61469  0.37487
H  5.70136  8.61141  0.04352
H  5.22310  7.98132  1.64463
H  6.21202  7.01788  0.55083
H  -0.26359  5.83101  -0.74656
H  0.75061  5.76892  -2.18025
H  1.03548  3.32260  -1.90669
H  0.30668  3.29667  -0.38375
H  -0.67008  3.66721  -1.86580
C  4.30938  -9.50829  -1.63427
C  3.03842  -8.74552  -1.35749
O  3.23842  -7.76935  -0.31611
P  3.75833  -6.32390  -0.68228
O  4.99031  -6.29109  -1.46365
O  3.85172  -5.71606  0.76580
C  3.98926  -4.29782  0.97034
C  2.90129  -3.71437  1.84234
O  2.55262  -5.59049  -1.41473
C  1.17700  -5.86190  -1.06216
C  0.47839  -6.42453  -2.28950
H  5.16189  -8.82937  -1.62728
H  4.50242  -10.26069  -0.86757
H  4.28797  -10.01775  -2.59805
H  2.65844  -8.27614  -2.26630
H  2.27054  -9.40514  -0.95567
H  4.95901  -4.12153  1.43614
H  4.06362  -3.75778  0.01891
H  2.97294  -4.08156  2.86590
H  3.07042  -2.63503  1.90461
H  1.86884  -3.84268  1.51435
H  1.09884  -6.55473  -0.22638
H  0.77001  -4.89631  -0.76827
H  0.03251  -5.61562  -2.88015
H  1.17216  -6.91388  -2.96713
H  -0.37408  -7.04397  -2.00909
C  -3.98344  0.41695  -6.34931
C  -2.79767  -0.10709  -5.56859
O  -2.74374  0.43045  -4.23148
P  -1.98926  1.80341  -3.93581
O  -0.54242  1.67495  -4.07283
O  -2.51553  2.21091  -2.52342
C  -2.43005  1.31222  -1.38503
C  -3.75572  0.62291  -1.18577
O  -2.66748  2.87581  -4.86872
C  -3.98860  3.36937  -4.62540
C  -4.44142  4.19194  -5.81478
H  -4.16583  -0.21627  -7.21918
H  -4.86865  0.48368  -5.72418
H  -3.71734  1.38293  -6.78086
H  -2.90748  -1.18293  -5.43217
H  -1.84641  0.09032  -6.06518
H  -1.65161  0.57358  -1.58852
H  -2.01479  1.85607  -0.53907
H  -4.56636  1.34418  -1.06818
H  -3.98508  -0.00146  -2.05034
H  -3.74371  -0.04346  -0.32168
H  -4.68170  2.54891  -4.43633
H  -3.97994  4.01949  -3.74933
H  -4.53385  3.57715  -6.71039
H  -5.44097  4.58186  -5.60749
H  -3.79022  5.04281  -6.00273